Record 1
{
  "formula": "C35H59IN2O7S4",
  "method": "wB97M-V/def2-TZVPD",
  "symbols": ["C", "C", "C", "C", "C", "C", "C", "C", "C", "C", "C", "C", "C", "C", "C", "C", "O", "C", "C", "C", "I", "C", "C", "C", "N", "S", "N", "C", "H", "H", "H", "H", "H", "H", "H", "H", "H", "H", "H", "H", "H", "H", "H", "H", "H", "H", "H", "H", "H", "H", "H", "H", "H", "H", "H", "H", "H", "H", "H", "H", "H", "H", "H", "C", "C", "C", "S", "O", "O", "C", "H", "H", "H", "H", "H", "H", "H", "H", "C", "C", "C", "S", "O", "O", "C", "H", "H", "H", "H", "H", "H", "H", "H", "C", "C", "C", "S", "O", "O", "C", "H", "H", "H", "H", "H", "H", "H", "H"],
  "positions_angstrom": [[9.2618, 0.6049, 1.0879], [8.4344, -0.6399, 0.7845], [8.8472, -1.8294, 1.6456], [7.9399, -3.0855, 1.5607], [6.8014, -3.0317, 0.5383], [6.2681, -4.4402, 0.1899], [5.9386, -4.6418, -1.3064], [4.4312, -4.5708, -1.6515], [4.0251, -3.2280, -2.2674], [3.8310, -2.0892, -1.2663], [2.7646, -2.3821, -0.1806], [1.6960, -1.3252, -0.2034], [0.4294, -1.4855, -0.6620], [-0.0715, -2.8122, -1.1594], [-0.4324, -3.6953, 0.0346], [-1.8919, -3.4057, 0.6406], [-1.3008, -4.6891, -0.1176], [-0.4898, -0.3868, -0.6791], [-0.1864, 0.8513, -0.2427], [-1.1226, 2.0182, -0.2784], [-1.8169, 2.5028, 1.6965], [-2.2599, 1.9100, -1.2975], [-3.4803, 1.0667, -0.8917], [1.1247, 1.0420, 0.2669], [1.6400, 2.1773, 0.7469], [3.1524, 1.8599, 1.1406], [3.2505, 0.3070, 0.7623], [2.0492, -0.0354, 0.2789], [10.3269, 0.3844, 1.0508], [8.9879, 1.0166, 2.0579], [9.0707, 1.3637, 0.3301], [7.3688, -0.4216, 0.8368], [8.6290, -0.8982, -0.2600], [8.8754, -1.4899, 2.6827], [9.8690, -2.0930, 1.3743], [7.4813, -3.2147, 2.5416], [8.5568, -3.9683, 1.3996], [7.1104, -2.5643, -0.3915], [5.9794, -2.4860, 0.9984], [5.3549, -4.6515, 0.7444], [7.0126, -5.1897, 0.4542], [6.4353, -3.8852, -1.9143], [6.3055, -5.6100, -1.6422], [4.2205, -5.3292, -2.4045], [3.8358, -4.7629, -0.7610], [4.7825, -2.9116, -2.9850], [3.0930, -3.3277, -2.8297], [4.7692, -1.8015, -0.7978], [3.5034, -1.2247, -1.8382], [3.2286, -2.3366, 0.8037], [2.3320, -3.3650, -0.3390], [0.6866, -3.3406, -1.7403], [-1.0081, -2.7203, -1.6974], [0.3502, -3.8828, 0.7770], [-1.4215, -3.4125, 1.6681], [-2.7735, -3.9229, 1.0102], [-1.4759, -0.5920, -1.0704], [-0.5210, 2.8783, -0.5637], [-2.5415, 2.9183, -1.5903], [-1.8100, 1.4482, -2.1783], [-3.6302, 0.2488, -1.5946], [-4.3858, 1.6670, -0.9416], [-3.3848, 0.6175, 0.0912], [2.3577, 3.4272, -4.7407], [2.5031, 3.6655, -3.2309], [2.4559, 2.2945, -2.5445], [3.0867, 1.1132, -3.7452], [2.0253, 0.2052, -4.1018], [4.3692, 0.6151, -3.3186], [3.3137, 2.2882, -5.0777], [2.5875, 4.3221, -5.3167], [1.3322, 3.1315, -4.9726], [3.4610, 4.1480, -3.0273], [1.7204, 4.3185, -2.8480], [3.0788, 2.2587, -1.6536], [1.4372, 2.0015, -2.2976], [3.1019, 1.7965, -6.0240], [4.3524, 2.6158, -5.0486], [-5.3497, 0.1520, 4.5624], [-5.7064, 1.5273, 3.9804], [-5.6605, 1.4042, 2.4542], [-6.0502, -0.3110, 2.0789], [-4.8977, -0.9378, 1.4799], [-7.3423, -0.3895, 1.4441], [-6.1813, -0.8576, 3.7780], [-5.5623, 0.0965, 5.6289], [-4.2856, -0.0504, 4.4193], [-6.7133, 1.8089, 4.2934], [-5.0235, 2.3020, 4.3280], [-6.3953, 2.0428, 1.9697], [-4.6654, 1.6104, 2.0626], [-5.8207, -1.8810, 3.8496], [-7.2338, -0.8071, 4.0551], [-9.6180, 5.0281, 1.0363], [-9.7131, 4.0298, -0.1270], [-9.5197, 2.6238, 0.4568], [-10.1043, 2.7087, 2.1553], [-8.9826, 2.4965, 3.0395], [-11.3152, 1.9449, 2.2942], [-10.4902, 4.4574, 2.1505], [-9.9479, 6.0241, 0.7450], [-8.5829, 5.1026, 1.3767], [-10.6981, 4.1052, -0.5912], [-8.9718, 4.2361, -0.8973], [-10.0957, 1.8662, -0.0668], [-8.4720, 2.3313, 0.4872], [-10.2796, 4.8717, 3.1334], [-11.5503, 4.5560, 1.9196]],
  "forces_ev_per_a": [[-0.4, 0.0, -0.2], [0.5, -0.1, -0.5], [-0.4, 0.1, 0.1], [0.0, 0.4, 0.2], [-0.1, -0.9, 0.3], [0.1, 0.1, -0.6], [-0.6, 0.0, 0.2], [0.5, 0.4, -0.6], [-0.2, 0.1, 0.4], [-0.1, 0.0, -0.1], [0.1, 0.4, -0.3], [0.4, -0.4, 0.3], [-0.2, 0.0, -0.4], [0.1, -0.7, 0.8], [-1.2, 1.3, -1.9], [2.2, -1.3, 1.9], [0.3, -0.5, 0.9], [-0.2, -0.5, -0.2], [-0.3, 0.5, 0.4], [0.2, 0.0, -0.8], [0.0, 0.1, 0.2], [0.0, -0.4, 0.2], [0.0, 0.1, -0.5], [0.2, 0.0, 0.2], [-0.2, 0.2, -0.2], [0.3, 0.0, 0.2], [0.0, 0.0, -0.1], [0.2, 0.1, 0.0], [0.1, 0.0, 0.2], [0.2, 0.1, 0.1], [0.0, 0.1, 0.0], [-0.1, 0.0, 0.2], [-0.1, 0.0, -0.1], [0.1, 0.0, 0.1], [0.1, 0.0, 0.0], [0.0, -0.2, 0.1], [0.0, -0.1, -0.1], [0.0, 0.3, 0.0], [0.0, 0.5, -0.3], [0.1, -0.1, 0.3], [0.0, 0.0, 0.2], [0.3, 0.0, 0.0], [0.1, -0.1, 0.1], [-0.2, -0.2, 0.1], [-0.1, -0.3, 0.0], [0.0, -0.1, -0.1], [-0.1, -0.1, 0.0], [0.1, 0.0, 0.0], [0.1, 0.1, 0.0], [0.0, -0.3, 0.1], [0.0, -0.1, 0.1], [-0.1, 0.1, -0.2], [0.1, 0.1, -0.4], [-0.1, 0.4, 0.1], [-0.3, -0.6, 0.1], [-1.2, 1.1, -1.2], [-0.1, 0.0, 0.0], [0.0, 0.2, 0.3], [-0.2, 0.1, 0.1], [0.1, 0.1, -0.1], [0.0, -0.1, 0.0], [-0.1, 0.0, 0.3], [-0.1, 0.0, 0.1], [0.0, 0.0, 0.1], [0.0, 0.0, -0.1], [0.0, 0.3, 0.1], [0.1, 0.2, 0.0], [0.0, -0.1, 0.0], [0.0, -0.1, 0.0], [-0.1, 0.2, -0.1], [0.0, 0.0, 0.0], [0.0, 0.0, 0.0], [0.0, 0.0, 0.0], [0.0, 0.0, 0.0], [0.0, -0.2, 0.0], [0.0, -0.1, -0.1], [0.0, -0.1, 0.0], [0.0, 0.0, 0.0], [0.0, 0.1, -0.1], [-0.1, 0.0, 0.1], [0.1, 0.2, 0.1], [-0.2, 0.2, 0.2], [0.0, 0.0, -0.1], [0.1, -0.1, -0.2], [0.1, 0.0, 0.2], [0.0, 0.0, 0.0], [0.0, 0.0, 0.0], [0.0, 0.0, 0.0], [0.0, 0.0, 0.0], [0.0, -0.1, -0.1], [0.0, -0.1, -0.1], [0.0, 0.0, -0.1], [0.0, 0.0, -0.1], [0.0, -0.1, 0.0], [0.0, 0.0, 0.1], [0.0, 0.2, -0.2], [0.0, 0.0, -0.1], [0.0, -0.1, 0.1], [0.1, -0.1, 0.2], [0.1, 0.2, -0.1], [0.0, 0.0, 0.0], [0.0, 0.0, 0.0], [0.0, 0.0, 0.0], [0.0, 0.0, 0.0], [0.0, -0.1, 0.1], [0.0, -0.1, 0.1], [0.0, -0.1, 0.1], [0.0, 0.0, 0.0]],
  "homo_ha": -0.316,
  "multiplicity": 1,
  "orbital_gap_ha": 0.295,
  "energy_ha": -3895.4884,
  "de_lowest_kj_mol": 0.0,
  "total_charge": 0
}

Record 2
{
  "formula": "C5H9NO",
  "method": "wB97M-V/def2-TZVPD",
  "symbols": ["C", "C", "N", "C", "C", "C", "O", "H", "H", "H", "H", "H", "H", "H", "H", "H"],
  "positions_angstrom": [[-0.8815, -0.7513, 1.4395], [0.5014, -0.5617, 0.8745], [0.8702, -1.6019, -0.0770], [0.8596, -0.2048, -0.5210], [-0.2368, 0.4055, -1.3658], [-0.3036, 1.8831, -0.9998], [0.3195, 2.3826, -0.0914], [-1.4213, -1.4909, 0.8364], [-0.7945, -1.1722, 2.4486], [-1.4386, 0.1844, 1.4933], [1.2628, -0.2508, 1.5857], [1.7545, -1.9162, 0.2959], [1.8154, 0.2839, -0.7183], [-1.2155, -0.0315, -1.1268], [-0.1197, 0.3242, -2.4553], [-0.9719, 2.5176, -1.6184]],
  "forces_ev_per_a": [[-0.1, 0.2, 0.0], [0.0, 0.2, 0.3], [-0.1, -0.3, 0.1], [-0.1, 0.2, 0.1], [0.0, -0.1, 0.1], [0.2, 0.1, 0.3], [-0.3, -0.2, -0.5], [0.0, 0.3, 0.1], [-0.1, 0.2, -0.2], [-0.1, 0.0, 0.1], [-0.1, -0.2, 0.1], [0.6, -0.1, -1.1], [-0.1, -0.1, 0.4], [0.1, 0.0, -0.1], [0.1, -0.1, 0.2], [0.0, -0.1, 0.0]],
  "homo_ha": -0.349,
  "multiplicity": 1,
  "orbital_gap_ha": 0.388,
  "energy_ha": -325.8498,
  "de_lowest_kj_mol": 230.3,
  "total_charge": 0,
  "smiles": "C[C@H]1N[C@H]1CC=O"
}

Record 3
{
  "formula": "C32H30Br2KN6O2S",
  "method": "wB97M-V/def2-TZVPD",
  "symbols": ["K", "O", "C", "C", "C", "C", "N", "C", "C", "C", "C", "C", "C", "O", "C", "C", "N", "H", "H", "H", "H", "H", "H", "H", "H", "H", "H", "H", "H", "C", "N", "C", "C", "C", "C", "C", "C", "C", "C", "H", "H", "H", "H", "H", "H", "H", "H", "H", "H", "H", "H", "Br", "C", "C", "C", "N", "C", "C", "C", "C", "C", "Br", "C", "C", "N", "H", "H", "H", "H", "H", "H", "S", "C", "N"],
  "positions_angstrom": [[0.0110, 0.1072, 0.0002], [1.0631, -1.2544, -7.3218], [1.2671, 0.0197, -6.7204], [1.0255, -0.0390, -5.2390], [0.8810, 1.1750, -4.5303], [0.6963, 1.0922, -3.1639], [0.6391, -0.0403, -2.4721], [0.7333, -1.2286, -3.1506], [0.9549, -1.2214, -4.5605], [0.5686, -2.4338, -2.4035], [0.8844, -3.7161, -2.9413], [0.7266, -4.8504, -2.1947], [1.0786, -6.2041, -2.7540], [0.6672, -6.3833, -4.1081], [0.2366, -4.7329, -0.8717], [-0.0519, -3.4580, -0.4147], [0.0914, -2.3366, -1.1072], [1.2414, -1.1707, -8.2617], [0.5966, 0.7668, -7.1613], [2.2973, 0.3559, -6.8980], [0.8996, 2.1336, -5.0333], [0.5846, 2.0035, -2.5773], [1.0198, -2.1474, -5.1119], [1.2802, -3.8001, -3.9451], [0.6427, -6.9797, -2.1136], [2.1606, -6.3556, -2.7619], [-0.1843, -5.9422, -4.2017], [0.0736, -5.6014, -0.2468], [-0.4444, -3.3378, 0.5957], [3.2474, 0.7320, 0.2007], [2.6201, -0.3556, 0.9358], [3.0184, -1.6399, 0.3768], [2.9068, -0.2770, 2.3620], [2.1025, 0.8124, 3.0252], [2.6691, 2.0315, 3.3759], [1.9079, 3.0485, 3.9336], [0.5517, 2.8570, 4.1516], [-0.0342, 1.6442, 3.8318], [0.7427, 0.6330, 3.2810], [4.3481, 0.6632, 0.2359], [2.9543, 1.6932, 0.6239], [2.9269, 0.7007, -0.8420], [4.1022, -1.8159, 0.4839], [2.7601, -1.6696, -0.6819], [2.4771, -2.4468, 0.8710], [3.9809, -0.1080, 2.5501], [2.6454, -1.2386, 2.8074], [3.7269, 2.1827, 3.1927], [2.3668, 3.9980, 4.1760], [-0.0572, 3.6558, 4.5527], [-1.0933, 1.4795, 3.9805], [-1.8933, 6.9861, 1.5181], [-1.3648, 5.2278, 1.0038], [-0.0096, 4.8722, 1.1238], [0.2853, 3.5625, 0.7747], [-0.5719, 2.6562, 0.3356], [-1.8963, 3.0273, 0.1877], [-2.2987, 4.3516, 0.5520], [-2.8243, 2.0668, -0.3168], [-4.1741, 2.4042, -0.6370], [-4.9883, 1.4363, -1.1419], [-6.7892, 1.8757, -1.5858], [-4.5427, 0.1282, -1.3614], [-3.2198, -0.1134, -1.0189], [-2.3878, 0.7822, -0.5108], [0.7445, 5.5602, 1.4723], [1.3163, 3.2249, 0.8715], [-3.3324, 4.6561, 0.4921], [-4.5497, 3.4080, -0.5122], [-5.1784, -0.6390, -1.7744], [-2.8025, -1.1070, -1.1697], [-1.9026, -2.3892, 3.3733], [-0.7500, -1.3380, 3.1718], [0.1500, -0.5942, 2.9506]],
  "forces_ev_per_a": [[0.3, -0.3, 0.5], [0.0, 0.0, 0.0], [0.0, 0.0, 0.0], [0.0, 0.0, 0.0], [0.0, 0.0, 0.0], [0.1, -0.1, 0.0], [0.1, 0.0, -0.4], [0.0, 0.0, 0.0], [0.0, 0.0, 0.0], [0.0, 0.0, 0.1], [0.0, 0.0, 0.0], [0.0, 0.0, 0.0], [0.0, 0.0, -0.1], [0.0, 0.0, 0.0], [0.0, 0.0, 0.0], [0.0, 0.0, 0.0], [0.1, -0.2, -0.1], [0.0, 0.0, 0.0], [0.0, 0.0, 0.0], [0.0, 0.0, 0.0], [0.0, 0.0, 0.0], [0.0, 0.0, 0.0], [0.0, 0.0, 0.0], [0.0, 0.0, 0.0], [0.0, 0.0, 0.0], [0.0, 0.0, 0.0], [0.0, 0.0, 0.0], [0.0, 0.0, 0.0], [0.0, 0.0, 0.0], [0.0, 0.0, 0.0], [0.2, 0.0, 0.0], [0.0, 0.0, 0.0], [0.0, 0.0, 0.0], [0.1, 0.0, 0.0], [0.0, 0.0, 0.0], [0.0, 0.0, 0.0], [0.0, 0.0, 0.0], [0.0, 0.1, 0.0], [0.0, -0.1, -0.1], [0.0, 0.0, 0.0], [0.0, 0.0, 0.0], [0.0, 0.0, 0.0], [0.0, 0.0, 0.0], [0.0, 0.0, 0.0], [0.0, 0.0, 0.0], [0.0, 0.0, 0.0], [0.0, 0.0, 0.0], [0.0, 0.0, 0.0], [0.0, 0.0, 0.0], [0.0, 0.0, 0.0], [0.0, 0.0, 0.0], [0.0, 0.0, 0.0], [0.0, 0.0, 0.0], [0.0, 0.0, 0.0], [0.0, 0.0, 0.0], [-0.2, 0.4, 0.1], [0.0, 0.0, 0.0], [0.0, 0.0, 0.0], [0.0, 0.0, 0.0], [0.0, 0.0, 0.0], [0.0, 0.0, 0.0], [0.0, 0.0, 0.0], [0.0, 0.0, 0.0], [0.0, 0.0, 0.0], [-0.5, 0.2, -0.1], [0.0, 0.0, 0.0], [0.0, 0.0, 0.0], [0.0, 0.0, 0.0], [0.0, 0.0, 0.0], [0.0, 0.0, 0.0], [0.0, 0.0, 0.0], [0.0, 0.0, 0.0], [-0.1, 0.0, -0.1], [0.1, 0.1, 0.2]],
  "homo_ha": [-0.068, -0.082],
  "multiplicity": 1,
  "orbital_gap_ha": [0.143, 0.156],
  "energy_ha": -7862.6310,
  "de_lowest_kj_mol": 70.8,
  "total_charge": -1
}

Record 4
{
  "formula": "CH3F3Si",
  "method": "wB97M-V/def2-TZVPD",
  "symbols": ["C", "F", "F", "F", "Si", "H", "H", "H"],
  "positions_angstrom": [[-1.5053, -0.0126, 0.0775], [-1.7735, -0.6822, -1.0548], [-2.0471, 1.2526, -0.0082], [-2.1449, -0.6124, 1.1179], [1.7432, -0.0486, 0.0215], [1.0994, -0.6227, -1.1707], [2.1798, 1.3285, -0.3262], [2.4485, -0.6026, 1.3430]],
  "forces_ev_per_a": [[-3.9, 0.7, 0.1], [0.7, 0.6, 1.0], [1.4, -1.6, -0.1], [1.3, 0.4, -1.1], [1.0, 0.8, 1.5], [0.2, -0.6, 0.3], [0.1, -0.3, 0.2], [-0.8, 0.2, -1.9]],
  "homo_ha": [-0.268, -0.443],
  "multiplicity": 3,
  "orbital_gap_ha": [0.296, 0.360],
  "energy_ha": -628.8036,
  "de_lowest_kj_mol": 97.0,
  "total_charge": 0
}